*P*
Computed, not measured: C10H14OSi in the gas phase, with ωB97M-V with the def2-TZVPD basis set.

Summary:
HOMO energy	-0.320	Eh
SMILES	CC[Si@]1(C)OCc2ccccc21

Geometry as XYZ:
```
26
Properties=species:S:1:pos:R:3:lowdin_charge:R:1
C -2.980 -1.398 -0.746 -0.09
C -2.658 -0.238 -1.487 -0.05
C -2.253 -1.791 0.291 -0.03
C -1.475 0.390 -1.215 -0.09
C -1.024 -1.098 0.612 -0.19
C -0.619 -0.078 -0.246 -0.19
C -0.002 -1.448 1.563 -0.26
C 2.753 -0.048 -1.524 -0.20
C 0.162 2.341 1.570 -0.13
C 2.504 1.001 -0.428 -0.32
O 1.124 -0.624 1.484 -0.19
Si 0.894 0.677 0.469 0.63
H -3.774 -1.991 -1.095 0.09
H -3.274 0.159 -2.213 0.08
H -2.551 -2.503 1.124 0.14
H -1.219 1.207 -1.790 0.08
H -0.355 -1.419 2.658 0.15
H 0.277 -2.500 1.672 0.13
H 2.768 -1.158 -1.107 0.10
H 1.888 0.045 -2.171 0.04
H 3.802 0.033 -1.987 0.09
H 0.183 1.902 2.568 0.00
H 0.804 3.219 1.468 0.00
H -0.911 2.461 1.221 0.03
H 2.470 1.975 -0.928 0.06
H 3.465 0.882 0.235 0.11
```

*Q*
Computed, not measured: a 2-piece molecular cluster, C10H14OSi overall, with ωB97M-V with the def2-TZVPD basis set.

Summary:
HOMO energy	-0.319	Eh

Geometry as XYZ:
```
26
Properties=species:S:1:pos:R:3:lowdin_charge:R:1
C -3.502 0.581 -0.269 -0.06
C -2.593 0.433 -1.326 -0.08
C -3.080 0.258 1.035 -0.07
C -1.256 0.162 -1.170 -0.04
C -1.706 0.104 1.196 -0.09
C -0.816 0.066 0.157 -0.34
C 2.772 -1.321 0.203 -0.18
C 1.662 -2.275 -0.117 -0.11
C 1.579 -0.789 -0.380 -0.44
C 0.631 0.065 0.330 -0.30
O 0.332 2.524 -1.140 -0.18
Si 1.052 2.008 0.204 0.60
H -4.493 0.697 -0.419 0.06
H -2.883 0.502 -2.309 0.08
H -3.758 0.200 1.909 0.11
H -0.617 0.134 -2.026 0.12
H -1.487 -0.001 2.365 0.15
H 3.054 -1.159 1.247 0.10
H 3.709 -1.568 -0.483 0.15
H 1.725 -3.100 -0.947 0.14
H 0.922 -2.536 0.597 0.08
H 1.767 -0.276 -1.411 0.17
H 0.848 -0.315 1.846 0.23
H -0.520 2.808 -1.155 0.00
H 2.407 2.515 0.020 -0.02
H 0.483 2.662 1.220 -0.06
```

Name the least stable of them. *Q*.

*P*
Computed, not measured: an isolated ion of composition C3H8NO2 and charge -1, with ωB97M-V with the def2-TZVPD basis set.

Summary:
HOMO energy	-0.093	Eh
SMILES	[O-]CNCCO
charge	-1

Geometry as XYZ:
```
14
Properties=species:S:1:pos:R:3:lowdin_charge:R:1
C -0.875 0.113 -0.559 -0.26
C -0.450 -1.008 0.445 -0.28
O -1.631 -1.804 0.526 -0.14
N 0.335 0.680 -1.206 -0.11
C 1.538 1.044 -0.191 -0.58
O 1.138 1.227 1.009 -0.29
H -1.481 0.883 0.083 0.13
H -1.389 -0.428 -1.362 0.09
H 0.428 -1.553 0.028 0.11
H -0.297 -0.730 1.520 0.11
H -1.281 -2.688 0.384 0.06
H 0.109 1.596 -1.559 0.03
H 2.120 0.088 -0.301 0.05
H 2.112 1.792 -0.803 0.06
```

*Q*
Computed, not measured: an isolated ion of composition C3H8NO2 and charge -1, with ωB97M-V with the def2-TZVPD basis set.

Summary:
HOMO energy	-0.112	Eh
SMILES	CC(C)([O-])NO
charge	-1

Geometry as XYZ:
```
14
Properties=species:S:1:pos:R:3:lowdin_charge:R:1
C 0.586 -1.039 -0.431 -0.08
C 0.400 1.301 0.253 -0.04
C -0.464 0.024 -0.246 -0.73
N -1.502 -0.261 0.859 -0.11
O -2.640 0.410 0.421 -0.20
O -1.151 0.284 -1.362 -0.24
H 1.375 -0.463 -0.866 0.05
H 0.369 -1.920 -1.135 0.10
H 0.887 -1.447 0.482 0.04
H 1.256 0.813 0.622 0.01
H 0.094 1.712 1.177 0.04
H 0.617 2.005 -0.545 0.07
H -1.723 -1.272 1.033 0.09
H -2.341 0.539 -0.553 0.02
```

*R*
Computed, not measured: an isolated ion of composition C3H8NO2 and charge -1, with ωB97M-V with the def2-TZVPD basis set.

Summary:
HOMO energy	-0.085	Eh
SMILES	[O-]CNCCO
charge	-1

Geometry as XYZ:
```
14
Properties=species:S:1:pos:R:3:lowdin_charge:R:1
C -0.044 -0.082 0.907 -0.28
C -0.802 -0.962 -0.067 -0.28
O -1.676 -1.892 0.580 -0.09
N 1.109 0.518 0.306 -0.08
C 0.969 1.035 -1.091 -0.62
O 1.031 0.147 -2.052 -0.31
H 0.285 -0.754 1.691 0.10
H -0.752 0.628 1.382 0.10
H -1.323 -0.412 -0.854 0.11
H -0.050 -1.486 -0.643 0.10
H -2.173 -1.399 1.216 0.05
H 1.594 1.168 0.895 0.07
H 0.037 1.675 -1.127 0.07
H 1.796 1.814 -1.145 0.07
```

Name the least stable of them. *Q*.

*P*
Computed, not measured: C4H8INO3 as an isolated structure, with ωB97M-V with the def2-TZVPD basis set.

Summary:
HOMO energy	-0.364	Eh

Geometry as XYZ:
```
17
Properties=species:S:1:pos:R:3:lowdin_charge:R:1
C 1.875 -0.601 0.455 -0.07
C 1.143 0.518 -0.422 -0.37
O 0.758 0.048 -1.724 -0.07
C -0.146 1.026 0.455 -0.15
N -1.308 1.077 -0.497 0.05
C -2.114 -0.130 -0.403 -0.61
O -3.336 -0.104 -0.102 -0.03
O -1.546 -1.435 -0.626 -0.58
I -1.797 -2.398 1.154 1.02
H 2.988 -0.682 0.205 0.08
H 1.424 -1.630 0.196 0.07
H 1.696 -0.427 1.576 0.08
H 1.778 1.452 -0.585 0.14
H 0.713 -0.928 -1.758 0.09
H -0.346 0.329 1.334 0.08
H 0.125 2.045 0.895 0.13
H -1.908 1.841 -0.153 0.13
```

*Q*
Computed, not measured: C4H8INO3 as an isolated structure, with ωB97M-V with the def2-TZVPD basis set.

Summary:
HOMO energy (spin up / spin down)	-0.305 / -0.305	Eh

Geometry as XYZ:
```
17
Properties=species:S:1:pos:R:3:lowdin_charge:R:1
C -2.187 -0.409 0.803 -0.07
C 3.587 -0.301 0.755 -0.25
C -1.586 -0.392 -0.558 -0.48
C -0.303 0.458 -0.577 -0.45
N -0.154 1.731 -0.845 -0.55
O 0.990 2.182 -0.849 -0.15
O -1.180 2.375 -1.168 0.00
O -1.161 -1.625 -1.055 -0.06
I 1.677 -0.423 -0.670 1.49
H -3.249 -0.900 0.930 0.12
H -1.430 -0.756 1.583 0.10
H -2.306 0.687 0.994 0.09
H 3.356 -0.937 1.546 -0.04
H 4.559 -0.434 0.322 0.00
H 3.473 0.769 1.148 0.03
H -2.255 0.193 -1.290 0.17
H -1.832 -2.218 -1.069 0.04
```

Name the least stable of them. *Q*.

*P*
Computed, not measured: a 2-piece molecular cluster, C2H8NOS2 overall, with ωB97M-V with the def2-TZVPD basis set.

Summary:
HOMO energy	-0.486	Eh
charge	+1

Geometry as XYZ:
```
14
Properties=species:S:1:pos:R:3:lowdin_charge:R:1
C -1.174 -1.393 0.251 -0.52
C -1.520 0.001 -0.190 -0.89
N 2.316 1.127 0.281 0.28
O -0.736 0.849 -0.536 -0.07
S 0.502 -1.665 -0.297 0.78
S -3.198 0.503 -0.023 0.91
H -1.664 -2.206 -0.294 0.08
H -1.338 -1.498 1.385 0.14
H 3.128 0.790 0.764 0.14
H 1.849 0.166 0.090 0.05
H 2.802 1.573 -0.506 0.16
H 1.676 1.864 0.580 0.15
H 0.245 -1.840 -1.626 -0.06
H -2.888 1.727 0.122 -0.14
```

*Q*
Computed, not measured: a 2-piece molecular cluster, C2H8NOS2 overall, with ωB97M-V with the def2-TZVPD basis set.

Summary:
HOMO energy	-0.487	Eh
charge	+1

Geometry as XYZ:
```
14
Properties=species:S:1:pos:R:3:lowdin_charge:R:1
C 0.476 -0.426 -0.445 -0.46
C -0.997 -0.188 -0.810 -0.43
N -1.730 -1.172 -1.200 0.24
O -1.496 0.954 -1.005 0.21
S 1.014 -2.138 -0.500 0.82
S 0.933 2.046 2.053 0.55
H 0.630 -0.087 0.590 0.02
H 1.032 0.179 -1.259 0.14
H -1.494 -2.176 -1.305 0.14
H -2.735 -0.971 -1.417 0.19
H 1.105 1.228 3.015 -0.24
H -0.998 1.791 -0.928 0.18
H 2.149 -1.930 -0.025 -0.17
H 1.565 2.928 2.818 -0.19
```

Name the least stable of them. *Q*.

*P*
Computed, not measured: C3H8P2 in the gas phase, with ωB97M-V with the def2-TZVPD basis set.

Summary:
HOMO energy (spin up / spin down)	-0.271 / -0.271	Eh

Geometry as XYZ:
```
13
Properties=species:S:1:pos:R:3:lowdin_charge:R:1
C -0.613 1.922 -0.390 -0.33
C 0.611 0.157 1.570 -0.19
C -0.802 -0.963 -0.682 -0.25
P 2.376 0.036 -0.366 0.62
P 0.202 0.453 -0.128 0.31
H -0.998 2.007 -1.402 -0.03
H -0.044 2.790 -0.077 -0.04
H 1.008 0.979 2.142 0.00
H 0.825 -0.843 1.917 0.00
H -0.259 -1.895 -0.536 0.03
H -1.715 -0.960 -0.089 0.05
H -1.051 -0.844 -1.733 0.04
H 2.217 -1.344 -0.248 -0.23
```

*Q*
Computed, not measured: a 2-piece molecular cluster, C3H8P2 overall, with ωB97M-V with the def2-TZVPD basis set.

Summary:
HOMO energy	-0.312	Eh
SMILES	CP1#P=C1.C

Geometry as XYZ:
```
13
Properties=species:S:1:pos:R:3:lowdin_charge:R:1
C 0.517 1.814 2.684 -0.81
C 2.248 2.813 0.712 -0.40
C -1.791 -2.968 -0.373 -0.08
P 2.255 1.919 2.322 0.58
P 0.709 0.334 1.930 0.66
H -0.334 2.291 3.007 -0.04
H -2.424 -3.645 -1.026 0.03
H 1.492 3.575 0.709 0.02
H 1.837 1.998 0.068 0.01
H 3.123 3.253 0.305 0.00
H -1.887 -1.897 -0.620 0.01
H -0.766 -3.295 -0.646 0.01
H -1.940 -2.973 0.727 0.02
```

Name the least stable of them. *P*.